Formula: C35H32AsBN5RbS4
Source: the Open Molecules 2025 dataset
Level of theory: wB97M-V/def2-TZVPD

Output
Frontier orbital gap: 6.06 eV
Net charge: -2
Electronic energy: -149779.47507 eV
HOMO energy: -2.26 eV
ΔE to the lowest compared entry with this formula, charge and spin: 7.51 kcal/mol

```
79
Properties=species:S:1:pos:R:3:lowdin_charge:R:1
C 3.1188 -2.3941 4.2948 -0.531
H 0.0419 -1.9196 -5.6159 0.088
H 2.4774 -5.4288 -5.4891 0.087
H 1.1646 1.0625 7.8001 0.086
C 0.7795 -2.4660 -3.6744 -0.421
C -1.5591 -1.7370 -1.9136 -0.403
H -3.0709 -4.6359 -1.0058 0.096
C -1.9110 0.1136 3.5320 -0.053
H 1.2483 1.0027 -4.3470 0.095
C 0.6319 -2.6272 -5.0449 -0.115
C 2.1644 -4.4493 -3.6129 -0.143
C 4.3703 -4.2350 3.1953 -0.498
C 2.1567 4.2136 -1.2428 -0.068
C 1.2297 0.3118 5.7806 -0.170
H -3.9059 2.9602 0.4847 0.108
C 1.6705 5.1890 1.0301 -0.076
H 0.5376 1.0534 5.3859 0.002
H 4.9881 -5.0941 2.9662 0.037
N -0.5248 4.8760 1.0358 -0.015
C 0.5460 5.3600 1.7516 -0.119
H -4.5757 -0.6315 -0.8099 0.094
C -0.6361 0.0125 -4.1429 -0.402
C -0.1098 1.6023 -5.8948 -0.099
H 0.4127 5.7752 2.7335 0.100
H 2.6190 5.1009 -1.6838 0.084
C 2.0013 -4.5972 -4.9789 -0.129
H -2.0340 5.4375 2.5853 0.058
H 3.5868 -3.6928 1.2820 0.047
S -0.4938 2.8644 3.8954 0.607
H 2.6972 5.4249 1.2481 0.103
H -2.7647 5.1432 0.7359 0.053
H -3.2694 0.4612 -6.2444 0.093
H 2.7665 -5.1513 -3.0498 0.086
H 0.5935 2.2797 -6.3655 0.095
H -1.6710 2.0052 -7.3133 0.090
H -4.9113 -3.0666 -0.4837 0.091
C -1.3819 1.4499 -6.4286 -0.113
C -1.7135 2.4773 2.8017 -0.761
N -2.3214 1.2510 2.7478 -0.138
C 2.4748 -0.6420 7.5596 -0.110
B -1.9872 4.7738 1.5784 -0.497
N -2.3471 3.2803 1.9159 -0.005
C -1.9039 -0.1367 -4.6947 -0.110
C 2.9856 -1.5492 6.6560 -0.071
As 0.1081 -0.9769 -2.5999 1.245
C -1.7459 -3.0997 -1.7012 -0.109
H -0.9422 -3.7890 -1.9314 0.070
S 4.2534 -3.7174 4.8280 0.871
H -2.1465 -0.8181 3.0172 0.090
C -3.3004 1.2769 1.7667 -0.071
Rb 1.2216 -0.8948 0.9360 0.528
H -0.8394 0.1877 3.7069 0.036
C -2.5862 -0.8566 -1.5708 -0.133
C 2.8936 -2.3981 2.9570 -0.254
H 1.5418 3.7207 -1.9934 0.025
H -2.4364 0.2080 -1.6955 0.102
C -3.7884 -1.3306 -1.0660 -0.108
H -2.6083 -0.8232 -4.2402 0.096
C 1.2338 -3.6930 -5.7042 -0.131
H 1.1102 -3.8129 -6.7743 0.081
C 1.5757 0.3241 7.1244 -0.096
C -3.9714 -2.6935 -0.8752 -0.111
H 3.6921 -2.3056 6.9704 0.064
H 2.9428 3.5329 -0.9093 0.086
H -2.4038 0.1229 4.5077 0.092
C -2.2770 0.5797 -5.8240 -0.100
S 1.6760 -3.1833 -1.2186 0.383
C 2.5924 -1.4897 5.3037 -0.313
C -3.2932 2.5260 1.2544 -0.093
N 1.7020 -0.5600 4.8993 0.115
H -3.8942 0.4138 1.5225 0.097
C -0.0715 4.3979 -0.1443 -0.785
C 1.5517 -3.3878 -2.9282 -0.796
S -0.9633 3.7679 -1.4249 0.522
C 0.2513 0.8904 -4.7628 -0.132
N 1.2892 4.5799 -0.1558 -0.144
C 3.6267 -3.4756 2.3452 -0.279
H 2.7776 -0.6764 8.6009 0.091
C -2.9428 -3.5740 -1.1806 -0.092
```